(1)
F4H2N2NaO9S4 | ωB97M-V with the def2-TZVPD basis set

Computed properties:
**HOMO energy**: -7.54 eV
**LUMO energy**: 1.70 eV
**Orbital gap**: 9.237 eV
**Relative energy (zero: lowest compared OMol25 entry of this formula, charge and spin)**: 0.842 eV

The geometry in ORCA input format:
```
! RIJCOSX wB97M-V def2-TZVPD def2/J DEFGRID3
* xyz -1 1
Na 0.35522 -1.08256 0.13200
N 1.59208 0.82698 -0.48139
S 2.30446 1.68137 0.65508
O 2.49854 3.07858 0.47428
O 3.26461 0.91882 1.39953
F 1.07587 1.66326 1.69691
S 2.73970 0.78763 -1.64169
O 3.91306 0.03298 -1.37131
O 2.78048 1.96060 -2.43485
F 1.84264 -0.19131 -2.55849
N -1.80179 -0.34628 -0.68171
S -2.85722 -1.37089 -1.45659
O -3.89278 -0.75707 -2.19140
O -3.04666 -2.61248 -0.79908
F -1.80651 -1.71624 -2.61487
S -2.76196 0.17417 0.44518
O -3.05787 -0.70992 1.53425
O -3.78078 1.09759 0.07244
F -1.68051 1.12919 1.15832
O 0.74827 -1.44229 2.50950
H 1.51007 -1.78525 2.98148
H 0.06107 -1.33688 3.17239
*
```

Atomic partial charges in e from the Löwdin method, atoms 1 to 2:
1 Na 0.550
2 N -0.323

=====

(2)
C5H5OS | ωB97M-V with the def2-TZVPD basis set

Computed properties:
**HOMO energy**: -14.40 eV
**LUMO energy**: -6.28 eV
**Orbital gap**: 8.117 eV
**Relative energy (zero: lowest compared OMol25 entry of this formula, charge and spin)**: 0.660 eV

The geometry in ORCA input format:
```
! RIJCOSX wB97M-V def2-TZVPD def2/J DEFGRID3
* xyz 1 1
C 1.35650 -0.19365 -0.47366
C 0.41356 -1.02288 0.11124
C 0.99376 1.15347 -0.40503
C -0.84401 -0.71116 0.60082
C -1.20354 0.67194 0.40621
O -0.13694 1.57759 -0.05242
S -1.98944 -0.42544 -0.80316
H 2.33137 -0.67154 -0.87980
H 0.53317 -2.07920 0.10425
H 1.66953 1.84045 -0.92457
H -1.23078 -1.41847 1.28011
H -1.89319 1.27887 1.03601
*
```

Atomic partial charges in e from the Löwdin method, atoms 1 to 2:
1 C 0.027
2 C -0.031

=====

(3)
C37H55B3N3O9S2 | ωB97M-V with the def2-TZVPD basis set

Computed properties:
**HOMO energy (alpha / beta)**: -4.38 / -4.38 eV
**LUMO energy (alpha / beta)**: 2.16 / 2.03 eV
**Orbital gap (alpha / beta)**: 6.533 / 6.409 eV

The geometry in ORCA input format:
```
! RIJCOSX wB97M-V def2-TZVPD def2/J DEFGRID3
* xyz -1 3
O 3.95298 -4.50008 0.13789
C 4.52092 -3.59308 -0.38598
O 5.04495 -3.69667 -1.65835
C 4.72660 -2.23607 0.18958
B 3.62927 -1.28096 -0.43832
O 3.01647 -1.67104 -1.64277
B 1.62829 -1.50323 -1.50768
C 0.61189 -2.68173 -1.63595
C 0.50675 -3.44125 -2.95995
C -0.48611 -4.61007 -2.89563
S -2.23026 -4.37711 -3.37848
C -2.78514 -2.83411 -2.64863
S -2.29383 -1.41761 -3.29192
N -3.81547 -2.95999 -1.73511
C -4.20541 -1.69901 -1.10521
C -5.26394 -0.97439 -1.64323
C -5.60891 0.24555 -1.06976
C -4.88683 0.73012 0.02097
C -3.84047 -0.01024 0.56421
C -3.50680 -1.23776 0.00288
C -3.82262 -4.02150 -0.74881
C -2.69346 -4.48836 -0.08911
C -2.81086 -5.47570 0.88506
C -4.05848 -5.99594 1.21704
C -5.19020 -5.52896 0.55457
C -5.07152 -4.54375 -0.41934
O 1.21272 -0.24896 -1.10485
B 1.79557 0.02270 0.14462
C 0.89077 0.24797 1.40275
O 0.46498 1.36227 1.75346
O 0.64484 -0.90560 1.86518
O 3.20456 -0.14346 0.17097
H 4.32624 -3.53001 -2.28160
H 4.54031 -2.28376 1.25921
H 5.73807 -1.88836 -0.01118
H 0.88038 -3.40261 -0.85648
H -0.34900 -2.26844 -1.35640
H 0.22574 -2.77371 -3.76983
H 1.48429 -3.85333 -3.20926
H -0.43651 -5.06262 -1.91015
H -0.17844 -5.38972 -3.58955
H -5.80401 -1.34704 -2.50040
H -6.41235 0.83602 -1.48380
H -5.12889 1.68579 0.46214
H -3.26996 0.35925 1.40412
H -2.68252 -1.81370 0.39777
H -1.72728 -4.07484 -0.29444
H -1.91985 -5.80535 1.39662
H -4.13252 -6.74318 1.99161
H -6.16324 -5.91756 0.81320
H -5.94644 -4.16272 -0.92350
C 9.79123 -0.70292 -3.63935
C 8.48518 -0.99291 -2.88422
C 7.27501 -0.60094 -3.73438
C 7.05574 0.90859 -3.82838
C 6.98786 1.53052 -2.43359
C 8.20252 1.19892 -1.56600
N 8.44622 -0.27940 -1.56785
O 7.66879 -0.87620 -0.73775
C 9.43354 1.97851 -2.06445
C 7.95890 1.64546 -0.13057
C 8.45738 -2.49057 -2.62685
H 9.90414 0.32864 -3.95796
H 10.65217 -0.96617 -3.02332
H 9.82030 -1.31461 -4.54124
H 6.37947 -1.05854 -3.30186
H 7.39704 -1.03315 -4.72981
H 7.84689 1.37449 -4.42318
H 6.12135 1.10584 -4.35631
H 6.90010 2.61706 -2.50422
H 6.08293 1.17417 -1.93222
H 10.35392 1.54977 -1.66627
H 9.36731 3.00926 -1.71745
H 9.51350 2.02495 -3.14750
H 7.05117 1.21442 0.28277
H 7.85588 2.73046 -0.11533
H 8.79518 1.36658 0.51211
H 9.26179 -2.79879 -1.95746
H 8.57844 -3.02478 -3.57007
H 7.51459 -2.80898 -2.18805
C -6.30258 6.02162 2.45188
C -7.13897 4.76365 2.73107
C -8.04379 4.98098 3.94531
C -7.29365 4.95834 5.27685
C -6.46822 3.67812 5.40905
C -5.51861 3.44621 4.23403
N -6.26964 3.56634 2.94227
O -6.90281 2.48239 2.67173
C -4.34136 4.43637 4.30225
C -4.90684 2.05164 4.30967
C -7.98940 4.53783 1.48838
H -5.69633 6.34681 3.29091
H -5.64309 5.85611 1.59947
H -6.97257 6.84733 2.20843
H -8.80742 4.19685 3.95999
H -8.57141 5.92964 3.81977
H -6.65560 5.84141 5.37008
H -8.01231 5.01367 6.09742
H -5.87901 3.69718 6.32849
H -7.15016 2.82564 5.48922
H -3.82336 4.48969 3.34494
H -3.62597 4.08707 5.04516
H -4.62905 5.44254 4.60106
H -5.66675 1.27575 4.35748
H -4.29780 1.98693 5.21098
H -4.26479 1.85005 3.45116
H -7.36494 4.30927 0.62440
H -8.54953 5.45054 1.27969
H -8.69786 3.72423 1.62133
*
```

Atomic partial charges in e from the Löwdin method, atoms 1 to 2:
1 O 0.139
2 C -0.522

=====

(4)
C4H17N2O2 | ωB97M-V with the def2-TZVPD basis set

Computed properties:
**HOMO energy**: -14.31 eV
**LUMO energy**: -2.55 eV
**Orbital gap**: 11.761 eV
**Relative energy (zero: lowest compared OMol25 entry of this formula, charge and spin)**: 0.947 eV

The geometry in ORCA input format:
```
! RIJCOSX wB97M-V def2-TZVPD def2/J DEFGRID3
* xyz 1 1
C 0.09344 -1.58710 -1.09109
N -0.01177 -1.46734 -2.55220
C 0.42520 -0.19454 -0.51884
N -0.30176 0.84216 -1.33912
C -1.56992 1.35224 -0.69553
C -1.22100 2.14623 0.54126
H 0.89391 -2.25062 -0.77802
H -0.82819 -1.98646 -0.67078
H 0.93263 -1.55168 -2.93018
H -0.42719 -2.32669 -2.90801
H 1.49610 -0.07054 -0.68634
H 0.28019 -0.07829 0.54556
H -0.48160 0.32028 -2.21587
H 0.30167 1.65304 -1.43543
H -1.99148 2.04975 -1.39713
H -2.20097 0.47252 -0.58663
H -0.60772 1.62456 1.21196
H -2.07252 2.46098 1.13881
H -0.69022 3.06817 0.27757
H 2.70470 -2.68980 1.14630
H 2.35355 -1.80664 2.34230
O 2.45122 -1.78779 1.38531
H 0.26381 0.48500 3.97250
H -0.50821 1.74844 3.71009
O -0.31315 0.88726 3.31154
*
```

Atomic partial charges in e from the Löwdin method, atoms 1 to 2:
1 C -0.226
2 N -0.001

=====

no.,electronic energy (Eh)
1,-2942.53749
2,-666.59164
3,-3155.47680
4,-422.35791